DFT (wB97M-V/def2-TZVPD) results for a 4-piece molecular cluster, C27H58F13N9O5P3 overall in a non-equilibrium geometry.

```
115
Properties=species:S:1:pos:R:3:lowdin_charge:R:1
P -4.3647 6.7995 2.4954 0.762
P 0.3254 0.9194 -4.7698 0.767
P 6.5085 -6.3181 1.0585 0.752
F 0.0400 -1.2496 2.2157 0.050
F -2.0752 -1.6744 1.0533 0.080
F -5.3466 1.1443 1.0624 0.079
F -3.8901 -1.4755 -1.1424 0.098
F -3.2645 0.7779 2.4942 0.079
F -6.5556 -2.2112 0.7716 0.079
F -1.4334 -0.1119 -0.6107 0.064
F -4.1806 1.4277 -0.8587 0.084
F -0.4397 0.9503 2.5739 0.038
F -2.4023 2.0156 0.8144 0.073
F -5.9531 -0.6008 -0.9686 0.072
F -4.9871 -1.5126 2.2278 0.124
F -4.5228 -3.1633 0.6730 0.099
O 6.0466 -6.3821 -0.4127 -0.320
O 0.8342 0.7419 -3.3272 -0.297
O 3.9929 -1.0736 0.8148 -0.206
O -4.6665 7.6696 1.2596 -0.311
O 2.4868 -2.7259 1.2285 -0.119
N 5.5097 -4.9617 1.4086 -0.322
N 7.1247 -6.2177 2.7102 -0.301
N 1.7007 1.8543 -5.2287 -0.337
N -5.4210 7.7200 3.5039 -0.338
N -0.3252 1.1848 -6.3876 -0.299
N -3.9298 5.8481 3.9139 -0.294
N 5.8137 -7.8299 1.4354 -0.364
N 0.4554 -0.7421 -5.1180 -0.360
N -5.0709 5.4114 1.8083 -0.359
C -4.7556 -0.8383 -0.2101 -0.186
C 0.8607 0.3601 0.6022 -0.076
C 7.0479 -7.1817 3.7866 -0.131
C -4.3382 4.7877 0.7119 -0.124
C -0.5169 -1.6163 -4.4709 -0.125
C -4.2769 0.5816 0.2928 -0.195
C -5.1641 -1.9152 0.9032 -0.310
C 2.2864 2.6894 -4.1761 -0.148
C -5.5311 9.1450 3.1827 -0.156
C 2.7657 1.4162 -6.1048 -0.143
C 6.4702 -9.0021 0.8725 -0.148
C 4.6046 -8.1957 2.1325 -0.143
C 5.2929 -4.0213 0.3027 -0.137
C 4.3142 -4.9823 2.2290 -0.135
C -2.9210 0.7084 1.1072 -0.189
C -6.6952 7.2729 4.0226 -0.145
C 1.5395 -0.9019 -0.1502 -0.095
C -0.6423 0.2266 -7.4255 -0.122
C 1.4288 -1.5068 -5.8615 -0.135
C -0.3400 2.5538 -6.9033 -0.143
C -0.3574 -0.0357 1.5573 -0.290
C -1.7522 -0.3069 0.7745 -0.182
C -4.1055 4.4327 4.1683 -0.108
C -3.5594 6.5670 5.1332 -0.140
C 2.7256 -1.5839 0.6785 -0.565
C 7.5693 -4.9112 3.1955 -0.143
C -6.3421 4.7607 2.0202 -0.132
H -3.4179 4.0778 4.9436 0.084
H -6.1885 3.6963 2.2468 0.072
H -7.0764 7.9685 4.7861 0.082
H 4.9918 -3.0334 0.6673 0.051
H -1.2136 2.7432 -7.5354 0.073
H 3.4020 0.6654 -5.6246 0.089
H 1.6831 0.7692 1.3032 0.140
H 1.5117 3.1546 -3.5615 0.070
H 3.9683 -3.9633 2.4524 0.075
H 4.5010 -5.4232 3.2087 0.061
H -1.1317 -0.6681 -7.0392 0.074
H -0.3875 3.2807 -6.0904 0.076
H -1.3599 0.6387 -8.1439 0.078
H 6.7634 -4.3957 3.7281 0.085
H -7.4545 7.2130 3.2354 0.085
H 7.8996 -4.2763 2.3716 0.076
H 5.8834 -9.9160 1.0026 0.074
H -4.9192 4.0141 0.2024 0.074
H 8.4219 -4.9970 3.8781 0.068
H 4.0938 -7.3777 2.6239 0.046
H -0.5731 -1.4239 -3.3956 0.067
H 0.6251 1.2308 -0.1093 0.125
H -6.2275 9.3193 2.3527 0.079
H -1.5144 -1.4569 -4.8987 0.067
H 6.2104 -3.8685 -0.2733 0.067
H -2.7837 6.0409 5.6981 0.076
H 4.5120 -4.3771 -0.3811 0.084
H -6.9844 4.8242 1.1353 0.088
H 2.1501 -0.9182 -6.4139 0.044
H -4.5606 9.5664 2.9095 0.070
H 6.6434 -8.8850 -0.2014 0.065
H 7.2293 -8.2041 3.4521 0.069
H 1.8132 -0.6071 -1.2146 0.101
H -3.4250 4.3143 1.0896 0.063
H 0.2510 -0.0582 -7.9890 0.084
H 2.8774 3.5109 -4.5975 0.076
H -4.4255 6.6949 5.7914 0.081
H -5.8854 9.7245 4.0432 0.075
H -6.9165 5.1371 2.8570 0.044
H 0.5560 2.7583 -7.4992 0.081
H 3.8787 -8.6736 1.4656 0.084
H -4.0526 5.5221 -0.0467 0.073
H 3.4883 -5.4966 1.7267 0.088
H 1.9953 -2.1836 -5.2138 0.093
H -6.6109 6.3218 4.5450 0.066
H -5.1207 4.2148 4.5128 0.087
H 0.7122 -1.7005 -0.2347 0.109
H -3.1529 7.5532 4.9013 0.075
H 2.3846 1.0432 -7.0539 0.064
H 7.4403 -9.1646 1.3590 0.062
H -0.2758 -2.6756 -4.5921 0.083
H 2.9440 2.1078 -3.5182 0.086
H 4.8343 -8.9050 2.9416 0.071
H 6.0823 -7.1290 4.2984 0.084
H -3.8735 3.8150 3.3000 0.074
H 3.4165 2.2583 -6.3863 0.083
H 0.9261 -2.1168 -6.6259 0.076
H 7.8234 -7.0021 4.5404 0.074
```

Output
**F_max**: 8.0 eV/A
**HOMO**: -0.157 Ha
**Total charge**: -1
**HOMO-LUMO gap**: 5.0 eV
**Calculated total energy**: -115772.0964 eV

DFT (wB97M-V/def2-TZVPD) results for C27H58HfO3P2SSi as an isolated structure in a non-equilibrium geometry.

```
93
Properties=species:S:1:pos:R:3:lowdin_charge:R:1
Hf -0.0391 -0.4245 -0.0311 1.499
S -0.4746 1.1285 1.8386 0.428
P 0.1219 1.3046 -5.8513 0.837
P 0.1390 -1.7335 -5.9694 0.841
Si -0.0986 0.2587 3.7642 -0.046
O -1.0811 -1.0605 3.8261 -0.187
O -0.3375 1.1936 5.0985 -0.144
O 1.4027 -0.3870 3.8965 -0.173
C -1.4608 0.5367 -2.7388 -0.171
C -1.8733 -0.9212 -2.4480 -0.155
C -1.7303 3.1562 4.7778 -0.034
C 1.7081 0.3708 -2.4253 -0.161
C 1.2028 2.7219 -6.3644 -0.302
C -0.1858 -0.8592 -7.5993 -0.436
C 3.1479 0.8846 5.0415 -0.015
C 0.6076 -1.8937 1.4162 -0.259
C -0.6421 2.5477 5.6445 -0.592
C 0.4952 -1.8912 -1.9008 -0.141
C -0.6408 1.2504 -1.6828 -0.134
C -1.0997 2.3464 7.0966 -0.015
C -0.8995 -1.8222 -1.7032 -0.204
C -2.4026 -1.4091 4.3170 -0.621
C 1.2830 -1.0437 -2.8701 -0.200
C 0.3656 0.5453 -7.5609 -0.435
C -1.4693 2.0939 -6.4074 -0.287
C 3.4719 -1.4847 4.2459 -0.015
C -2.3321 -2.9170 4.5332 -0.023
C 0.6369 3.3703 5.6177 -0.035
C 0.7608 1.1366 -1.5088 -0.247
C -2.7031 -0.6969 5.6326 -0.025
C 1.7198 -2.4480 -6.6462 -0.276
C 3.2744 0.3929 2.5720 -0.038
C 2.8394 -0.1291 3.9367 -0.610
C -3.4258 -1.0427 3.2376 -0.028
C -0.9245 -3.1473 -6.4913 -0.302
H 2.0783 -3.2558 -6.0001 0.038
H -0.2438 -2.2704 2.0174 0.036
H -1.2681 -0.8630 -7.7696 0.082
H 2.2311 2.3606 -6.4835 0.041
H -1.3098 3.3192 7.5569 0.100
H 4.5668 -1.3998 4.2628 0.100
H -0.9641 0.6304 -3.7219 0.033
H 1.4394 0.5550 -7.7876 0.082
H -0.3165 1.8602 7.6913 0.097
H -3.4323 0.0452 3.0559 0.083
H 2.7537 1.3265 2.3212 0.078
H 2.2106 -1.5894 -3.1146 0.140
H -3.1866 -1.5519 2.2957 0.073
H -1.1453 2.1237 -1.2555 0.138
H -1.7732 2.8666 -5.6940 0.037
H -2.6554 2.5662 4.8476 0.086
H -0.1408 1.1832 -8.2999 0.083
H -3.2976 -3.3015 4.8946 0.101
H 1.3488 -1.5260 2.1597 -0.007
H 1.0429 -2.7539 0.8542 0.031
H -3.6342 -1.1007 6.0607 0.106
H 4.2352 1.0000 5.1375 0.102
H -2.4046 1.1063 -2.8536 0.143
H 1.5042 -2.8581 -7.6474 0.047
H 1.4039 2.9154 6.2596 0.087
H -1.9519 4.1803 5.1250 0.106
H -1.3807 -2.7026 -1.2632 0.143
H 2.4873 -1.6679 -6.7274 0.043
H 0.8377 3.1157 -7.3270 0.051
H -2.0784 -3.4319 3.5994 0.081
H -1.9675 -2.8144 -6.5161 0.039
H 1.1771 3.5090 -5.6049 0.034
H -2.0140 1.7468 7.1572 0.078
H -2.8433 0.3825 5.4897 0.065
H -1.5636 -3.1524 5.2842 0.102
H 3.0842 -0.3483 1.7865 0.064
H 3.1427 -1.8433 5.2329 0.103
H -0.8155 -3.9760 -5.7858 0.035
H -1.3042 2.5604 -7.3925 0.046
H 2.6870 0.3058 -1.9126 0.130
H -2.2586 1.3367 -6.4899 0.042
H -1.4033 3.1915 3.7315 0.053
H 3.1961 -2.2333 3.4939 0.084
H 4.3577 0.5921 2.5987 0.105
H 1.0242 -2.8102 -1.6046 0.140
H 0.4421 4.3857 5.9986 0.104
H 2.7460 0.5360 6.0044 0.107
H 1.2493 1.9408 -0.9552 0.130
H 1.8988 0.9798 -3.3323 0.125
H 1.0158 3.4583 4.5908 0.087
H -4.4239 -1.3505 3.5612 0.098
H 2.7198 1.8642 4.8015 0.066
H -2.8121 -0.8993 -1.8535 0.133
H 0.2875 -1.4452 -8.4005 0.083
H -1.8950 -0.8691 6.3608 0.107
H -2.1520 -1.3973 -3.4075 0.144
H -0.6102 -3.4609 -7.4989 0.051
H 0.7223 -0.9986 -3.8258 -0.010
```

Output
**F_max**: 7.0 eV/A
**HOMO (alpha / beta)**: -0.489 / -0.489 Ha
**Total charge**: +2
**HOMO-LUMO gap (alpha / beta)**: 4.4 / 4.4 eV
**Calculated total energy**: -73665.0131 eV
**Relative energy (zero: lowest compared OMol25 entry of this formula, charge and spin)**: 1.4559 eV

DFT (wB97M-V/def2-TZVPD) results for C27H59N2NbO11PS6 as an isolated structure in a non-equilibrium geometry.

```
107
Properties=species:S:1:pos:R:3:lowdin_charge:R:1
Nb -3.7092 1.8607 2.3195 1.222
S 1.6847 -2.9364 3.8994 0.652
S 1.7252 -0.9828 -1.6121 0.666
S -2.9291 6.2733 -4.7791 0.663
S 5.3369 -1.1626 -6.0208 0.663
S 2.3838 -6.0960 6.8047 0.649
S -0.9173 -2.2848 5.2032 0.874
P -3.1685 4.2048 1.4137 0.372
O -3.4311 5.3090 -5.7325 -0.338
O -1.5777 6.7832 -4.8511 -0.342
O 5.4536 -0.5840 -4.7032 -0.309
O 0.7551 -0.0499 -1.1001 -0.329
O -3.9997 4.5392 0.1827 -0.446
O -3.4433 5.3147 2.6643 -0.296
O -1.5162 4.2416 1.0452 -0.292
O 4.7898 -2.4824 -6.2318 -0.322
O 1.0289 -5.6402 6.6180 -0.329
O 2.6067 -1.7284 -0.7443 -0.318
O 2.9668 -7.1277 5.9789 -0.326
N -4.9767 1.5208 0.6726 -0.118
N -0.0754 -1.1055 2.8228 -0.223
C -4.0875 -0.1617 3.3023 -0.390
C 2.6080 -6.5504 8.5184 -0.239
C -2.6178 -2.0227 4.4887 -0.452
C 3.9927 -4.5608 8.2684 -0.218
C 3.4893 -4.6868 6.8268 -0.232
C 6.7300 -0.0895 -8.0218 -0.218
C 0.8936 -2.1171 -2.7127 -0.224
C -3.2558 5.6725 -3.1235 -0.217
C -3.5692 -0.4661 -0.1818 -0.106
C 0.9528 -1.4328 -4.0729 -0.211
C 2.6930 -0.1567 -2.8729 -0.208
C 6.9271 -1.0419 -6.8383 -0.221
C 0.8654 0.9056 1.5423 -0.100
C -4.7785 0.4946 -0.0802 -0.503
C -5.9188 0.1985 -1.1292 -0.079
C 0.8707 0.0277 2.8400 -0.238
C -4.2576 6.6500 -2.5049 -0.216
C 3.9638 -5.9610 8.8898 -0.231
C -5.0765 7.2556 -3.6490 -0.229
C -2.8464 -0.4980 4.2216 -0.408
C 5.5945 0.8701 -7.6541 -0.219
C 4.4845 -0.0022 -7.0799 -0.231
C -4.0654 7.6509 -4.7187 -0.246
C -0.1711 -1.7590 1.5068 -0.253
C 2.3705 -0.8643 -4.1911 -0.227
C 0.2695 -2.0459 3.8688 -1.053
C -0.8965 -3.1485 1.5312 -0.079
H -2.1819 1.2915 1.4479 -0.078
H 2.3901 0.8900 -2.8954 0.111
H -5.7665 6.5057 -4.0463 0.117
H 2.9458 -3.7989 6.5087 0.066
H 0.5505 0.6939 3.6800 0.116
H 1.5635 0.4993 0.7726 0.044
H -5.0772 2.6154 3.2890 -0.115
H -4.9566 0.0006 3.9968 0.025
H 1.2061 1.9346 1.7998 0.081
H -6.0854 -0.8863 -1.2867 0.058
H 7.6436 -0.6455 -6.1197 0.106
H -2.3242 5.6396 -2.5627 0.107
H 3.7541 0.5576 -6.5022 0.092
H 0.2235 -0.6188 -4.1136 0.122
H 3.9861 -0.5732 -7.8644 0.114
H 3.0771 -1.6801 -4.3521 0.095
H -6.8308 0.7856 -0.9250 0.065
H -0.1220 -2.2938 -2.3625 0.106
H -0.9440 -3.4911 0.4688 0.074
H -1.1747 3.4149 1.4106 -0.030
H -0.3448 -3.9315 2.0845 0.058
H 5.2496 1.4391 -8.5176 0.117
H 4.3054 -4.8895 6.1341 0.107
H -0.7514 -1.1274 0.7950 0.092
H 2.5652 -7.6329 8.6218 0.104
H -5.6643 8.1126 -3.3177 0.111
H -0.1270 0.9948 1.0574 0.019
H -2.7968 -2.6663 3.6068 0.049
H 7.6516 0.4452 -8.2534 0.114
H -4.3838 -0.9753 2.6063 0.020
H -3.7206 7.4452 -1.9814 0.121
H -5.5096 0.5901 -2.0976 0.079
H -3.0491 -0.0279 5.2155 0.090
H -3.1941 -0.8759 0.7729 0.029
H 0.7263 -2.1289 -4.8812 0.116
H 6.4502 -0.6604 -8.9111 0.117
H -3.5001 8.5345 -4.4196 0.104
H 4.9925 -4.1261 8.2988 0.112
H 1.4582 -3.0505 -2.7158 0.110
H -2.6123 2.2328 3.7271 -0.121
H -4.5116 7.8055 -5.6998 0.101
H -2.7277 0.0889 -0.6529 0.075
H 0.8358 -1.8824 1.0372 0.095
H 5.9408 1.5799 -6.8982 0.122
H -1.9399 0.0234 3.8480 0.017
H 1.9254 -0.2652 3.0570 0.091
H -4.8906 6.1484 -1.7737 0.104
H 2.4608 -0.1817 -5.0344 0.093
H -1.9441 -3.0070 1.8629 0.053
H 4.7657 -6.5707 8.4641 0.117
H 3.3305 -3.8990 8.8328 0.117
H -3.6736 4.6701 -3.2053 0.108
H 7.2380 -2.0328 -7.1635 0.103
H -3.2992 -2.3518 5.3087 0.074
H -3.8049 -1.3095 -0.8755 0.070
H 4.1033 -5.9280 9.9711 0.111
H -3.1371 4.8604 3.4586 0.000
H 3.7495 -0.2317 -2.6224 0.096
H 1.8056 -6.0856 9.0925 0.107
```

Output
**F_max**: 5.6 eV/A
**HOMO**: -0.180 Ha
**Total charge**: -1
**HOMO-LUMO gap**: 6.4 eV
**Calculated total energy**: -130304.9588 eV
**Relative energy (zero: lowest compared OMol25 entry of this formula, charge and spin)**: 0.0000 eV

DFT (wB97M-V/def2-TZVPD) results for C27H61F3InN2 as an isolated structure in a non-equilibrium geometry.

```
94
Properties=species:S:1:pos:R:3:lowdin_charge:R:1
In -3.8481 -3.6513 2.1202 0.513
F -2.2462 -4.4812 -0.3893 -0.054
F -1.8889 -2.3463 0.0944 -0.062
F -3.8056 -2.9587 -0.9373 -0.031
N 5.5122 2.6430 -1.1438 -0.195
N 1.0667 -0.8939 -3.6275 -0.191
C 7.5541 1.5649 -2.2429 -0.092
C -1.3650 2.5893 2.5198 -0.212
C 6.8572 2.8041 -1.6793 -0.256
C -5.9131 -0.7918 2.4103 -0.241
C 0.9920 -1.5814 -2.3425 -0.242
C 0.7352 1.1325 3.0583 -0.214
C 3.0969 -1.9769 -4.7387 -0.089
C 4.5335 2.2511 -2.1469 -0.273
C -3.9438 -1.0782 4.1521 -0.302
C 1.1948 -1.2834 2.2183 -0.109
C 2.4073 -0.7343 -4.1734 -0.258
C 5.5239 0.4283 0.1370 -0.083
C -2.9247 2.5422 2.2748 -0.223
C -4.8635 2.3985 0.6078 -0.215
C -1.3569 -1.1512 -4.1325 -0.084
C 0.0798 -1.2871 -4.6211 -0.277
C 1.2417 0.2589 1.8323 -0.247
C -2.9081 -3.3257 0.0603 -0.556
C -5.9030 1.2187 0.7986 -0.210
C 5.4236 1.9543 0.1373 -0.246
C -3.0036 -2.2711 3.6865 -0.304
C 1.0986 -3.1062 -2.3433 -0.075
C -3.3494 1.9920 0.8592 -0.187
C 3.0938 2.3848 -1.6707 -0.082
C -6.1300 0.7793 2.3080 -0.193
C -5.4747 -1.2719 3.8591 -0.265
C -0.8404 1.2308 3.1451 -0.206
H 7.4974 3.2507 -0.9115 0.109
H -6.8969 1.5726 0.3959 0.100
H 2.3584 0.0154 -4.9723 0.108
H 4.6480 2.9013 -3.0199 0.118
H -5.8549 -2.3003 4.1056 0.083
H 3.0554 -0.2867 -3.4124 0.090
H 1.6005 -1.9304 1.3890 0.066
H 6.1820 2.3589 0.8150 0.113
H -1.2148 1.1961 4.1971 0.112
H -2.6491 -2.8712 4.5680 0.024
H -0.8655 2.7046 1.5204 0.103
H -5.1583 3.2572 1.2674 0.100
H 6.8113 3.5556 -2.4757 0.107
H -2.7309 2.5575 0.1037 0.104
H -1.5889 -1.8656 -3.3403 0.066
H 4.6979 1.2234 -2.4991 0.086
H 4.8992 -0.0321 -0.6311 0.065
H -5.1292 -1.0453 1.6452 0.071
H -3.8444 -1.0055 5.2767 0.094
H -4.9527 2.7149 -0.4714 0.100
H 2.3249 0.4861 1.6410 0.081
H 4.4729 2.2296 0.6053 0.098
H -5.6271 -3.6327 1.9513 -0.083
H 1.1236 0.7275 4.0264 0.102
H 1.1204 2.1773 2.8923 0.098
H 0.6164 0.4532 0.9218 0.105
H -1.3135 0.4104 2.5332 0.102
H 7.8845 0.8909 -1.4520 0.054
H -5.5827 0.3820 0.1285 0.105
H 2.4098 2.1920 -2.5002 0.071
H 0.0456 -1.3102 -1.8646 0.099
H 0.1876 -0.6373 -5.4959 0.113
H 0.1397 -1.6071 2.3907 0.057
H 8.4480 1.8664 -2.7954 0.068
H -6.8849 -1.3172 2.2009 0.103
H -1.0681 3.4658 3.1486 0.104
H 3.4316 -2.6491 -3.9482 0.054
H 1.7559 -1.1768 -1.6696 0.107
H 6.9176 1.0086 -2.9332 0.066
H 5.1862 0.0403 1.1021 0.070
H -7.1979 0.9873 2.5687 0.099
H -5.4850 1.3522 3.0196 0.092
H -3.3725 -5.3365 2.6051 -0.120
H 0.2406 -2.3155 -4.9734 0.098
H 6.5497 0.0867 0.0009 0.052
H -6.0261 -0.5852 4.5749 0.100
H -3.3514 3.5720 2.4056 0.103
H -3.1568 0.8968 0.7197 0.117
H 1.8182 -1.4700 3.1267 0.069
H -3.3996 1.8979 3.0588 0.080
H 3.9877 -1.6790 -5.2989 0.067
H 2.4538 -2.5337 -5.4224 0.066
H -1.5517 -0.1431 -3.7608 0.079
H 2.8933 3.3920 -1.2989 0.080
H 0.4697 -3.5712 -3.1048 0.071
H -2.0470 -1.3441 -4.9571 0.071
H -3.5936 -0.1065 3.7207 0.066
H 2.1258 -3.4428 -2.4879 0.051
H -2.0853 -1.7853 3.2364 -0.004
H 0.7712 -3.4929 -1.3748 0.073
H 2.8575 1.6675 -0.8815 0.055
```

Output
**F_max**: 1.5 eV/A
**HOMO**: -0.183 Ha
**Total charge**: -1
**HOMO-LUMO gap**: 7.3 eV
**Calculated total energy**: -45293.3999 eV